# 1
DFT (wB97M-V/def2-TZVPD) results for C4H7CdO3 as an isolated structure.

The value obtained for the calculated total energy is -14963.75089 eV. The largest force on an atom is 4.20 eV/A. Its HOMO-LUMO gap (alpha / beta) is 9.3 / 6.1 eV. As for the expectation value of S²: 0.761. The calculation puts the LUMO energy (alpha / beta) at 0.5 / -2.6 eV.

Geometry as ORCA input:
```
! RIJCOSX wB97M-V def2-TZVPD def2/J DEFGRID3
* xyz 0 2
H 0.4941 -3.6991 0.5364
O 0.3208 -0.9353 1.9127
C 0.9380 0.1509 2.0274
C 1.1648 1.0201 0.9278
O 0.7270 0.7101 -0.2641
C -0.6338 0.9444 -0.7057
C -0.9609 -0.1250 -1.7397
O -0.8718 -1.4189 -1.2913
Cd 0.1010 -2.0381 0.1986
H 1.4722 0.3969 2.9577
H 1.4746 2.0555 1.0818
H -0.6535 1.9476 -1.1493
H -1.2919 0.8661 0.1690
H -0.2800 0.0285 -2.6033
H -2.0007 0.0964 -2.0580
*
```

Mulliken atomic charge list, values in e, 6 entries:
1. H -0.132
2. O -0.540
3. C 0.274
4. C -0.327
5. O -0.319
6. C -0.560

# 2
DFT (wB97M-V/def2-TZVPD) results for a 3-piece molecular cluster, C3H9IN2S overall.

Its SMILES is [H]/N=N\C.CC=S.I. The value obtained for the calculated total energy is -25169.56610 eV. The largest force on an atom is 4.77 eV/A. Its HOMO-LUMO gap is 8.5 eV. The calculation puts the LUMO energy at 0.0 eV.

Geometry as ORCA input:
```
! RIJCOSX wB97M-V def2-TZVPD def2/J DEFGRID3
* xyz 0 1
H 1.6553 -1.9779 1.2042
N 1.6002 -1.2811 0.5020
N 0.5640 -0.9851 -0.0212
C -0.4231 -1.9799 0.0142
H -0.1900 -2.8884 -0.5946
H -0.3398 -2.4053 0.9927
H -1.4841 -1.6595 -0.2544
C 1.4568 2.0047 -0.1013
C 0.0199 1.6189 -0.2210
S -1.1219 1.7816 0.8871
H 2.0581 1.1314 -0.3435
H 1.6319 2.3749 0.9431
H 1.5381 2.8645 -0.8089
H -0.1408 0.9804 -1.1434
I -3.9316 0.1977 -1.1598
H -2.8931 0.2231 0.1048
*
```

Mulliken atomic charge list, values in e, 6 entries:
1. H 0.241
2. N -0.595
3. N 0.305
4. C -0.677
5. H 0.325
6. H 0.307

# 3
DFT (wB97M-V/def2-TZVPD) results for a 2-piece molecular cluster, C24H39ClF3IN2O9S overall.

The value obtained for the calculated total energy is -86532.58193 eV. The largest force on an atom is 2.14 eV/A. Its HOMO-LUMO gap is 2.6 eV. The calculation puts the LUMO energy at -2.6 eV.

Geometry as ORCA input:
```
! RIJCOSX wB97M-V def2-TZVPD def2/J DEFGRID3
* xyz 0 1
C 6.6505 -0.0923 0.2664
C 5.6520 -0.7648 1.2186
C 4.4215 0.0708 1.6154
N 3.9616 1.0669 0.5987
C 2.6694 0.7824 0.1237
C 1.5074 1.0533 0.8687
I 1.6458 1.9713 2.7426
C 0.2470 0.7270 0.3463
C -0.9736 0.9855 1.1958
O -1.1501 0.2500 2.1065
O -1.7047 2.0553 0.9884
C -2.1833 2.3434 -0.3430
C -3.5701 1.7856 -0.5735
C -3.7720 0.2742 -0.3373
C -4.3197 -0.0893 1.0511
S -5.7072 0.9052 1.5507
O -5.1085 2.1496 1.9001
O -6.4395 0.2026 2.5532
Cl -6.8512 1.1459 -0.1026
C 0.1755 0.1344 -0.9171
C 1.3357 -0.0850 -1.6275
N 2.5357 0.2390 -1.1069
C 3.7246 -0.0403 -1.9914
O 3.6153 -1.3030 -2.5304
C 3.8775 -2.3503 -1.5875
C 3.1522 -3.5890 -2.0834
O 3.7972 -4.7094 -1.5500
C 3.5849 -5.9070 -2.2639
C 2.3879 -6.6923 -1.7491
O 2.5029 -6.7766 -0.3445
C 1.3035 -7.0719 0.3556
C 0.4076 -8.1123 -0.2948
H 6.1872 0.5492 -0.4701
H 7.4143 0.4427 0.8192
H 7.1729 -0.8732 -0.2816
H 6.1916 -0.9564 2.1415
H 5.3741 -1.7396 0.8319
H 3.6156 -0.6097 1.8812
H 4.6751 0.6204 2.5145
H 3.9124 1.9852 1.0218
H -1.4920 2.0339 -1.1249
H -2.2538 3.4237 -0.4122
H -3.7967 1.9888 -1.6191
H -4.2573 2.3904 0.0003
H -2.8399 -0.2768 -0.4693
H -4.4507 -0.1292 -1.0813
H -3.6083 0.0374 1.8615
H -4.6243 -1.1322 1.0572
H -0.7734 -0.1341 -1.3447
H 1.3003 -0.5240 -2.6084
H 4.6297 0.1162 -1.4255
H 3.6710 0.6708 -2.8089
H 3.5001 -2.1011 -0.5956
H 4.9496 -2.5263 -1.5452
H 3.1694 -3.5631 -3.1735
H 2.1208 -3.5492 -1.7196
H 4.4793 -6.5189 -2.2205
H 3.3940 -5.6984 -3.3201
H 1.4595 -6.2088 -2.0560
H 2.4649 -7.6975 -2.1644
H 0.7614 -6.1461 0.5661
H 1.6198 -7.4671 1.3172
H -0.2762 -8.5469 0.4245
H -0.1719 -7.6789 -1.1060
H 1.0108 -8.9043 -0.7295
C -5.8392 5.3589 2.0434
C -4.4531 5.1418 1.4469
O -4.1769 5.8749 0.2763
C -3.7160 7.2753 0.4209
O -2.7493 7.4353 1.2635
C -4.9116 8.2334 0.7097
F -6.0526 7.8902 0.0389
F -4.6108 9.4802 0.2835
F -5.2605 8.3545 2.0017
H -6.5902 5.4336 1.2554
H -6.0956 4.5255 2.7030
H -5.8836 6.2664 2.6395
H -4.3942 4.1012 1.1292
H -3.6712 5.2817 2.2020
H -3.5001 7.5113 -0.6531
*
```

Mulliken atomic charge list, values in e, 6 entries:
1. C -1.258
2. C -0.434
3. C -0.448
4. N -0.223
5. C 0.517
6. C -1.016

# 4
DFT (wB97M-V/def2-TZVPD) results for C23H50BiNO6P2Si as an isolated structure.

The value obtained for the calculated total energy is -70725.96855 eV. The largest force on an atom is 2.43 eV/A. Its HOMO-LUMO gap is 8.0 eV. The calculation puts the LUMO energy at -6.2 eV.

Geometry as ORCA input:
```
! RIJCOSX wB97M-V def2-TZVPD def2/J DEFGRID3
* xyz 2 1
Bi -1.4179 0.6537 0.2819
P -1.3158 0.5891 2.9482
C -2.5534 1.9465 3.0491
C -2.1074 3.1635 2.2714
N -1.5838 2.9552 1.0389
C -1.2806 4.0229 0.2584
C -1.4451 5.3207 0.7286
C -1.9439 5.5400 2.0071
C -2.2803 4.4381 2.7826
C -0.7687 3.7695 -1.1468
P -1.3457 2.1917 -1.8889
H -2.6820 4.5275 3.7915
H -1.1842 6.1402 0.0601
H -2.0646 6.5452 2.3925
H -1.1104 4.5855 -1.8069
H 0.3367 3.7652 -1.1692
H -3.5071 1.5654 2.5896
H -2.7103 2.1877 4.1081
H -4.4655 0.6508 -0.2242
O -4.2150 0.9936 0.6978
H -4.8580 0.5882 1.3019
H -3.4156 -0.4373 -1.6676
O -4.2608 0.0686 -1.6860
H -4.8515 -0.4217 -2.2865
C -2.8988 2.6500 -2.7049
H -2.7118 3.3947 -3.4938
H -3.3630 1.7548 -3.1418
H -3.6039 3.0755 -1.9752
C -0.1344 1.7561 -3.1586
H -0.3661 0.7586 -3.5571
H -0.1676 2.4863 -3.9824
H 0.8772 1.7295 -2.7301
C 0.1663 1.2976 3.7313
H -0.0832 1.6474 4.7465
H 0.9513 0.5229 3.7942
H 0.5494 2.1496 3.1478
C -1.9235 -0.7296 4.0285
H -1.4110 -1.6639 3.7491
H -1.7048 -0.4938 5.0826
H -3.0071 -0.8659 3.8980
C 2.3771 -1.9170 2.6523
C 3.2457 -1.2936 1.5670
C 3.4432 0.1986 1.8016
C 4.6027 -1.9883 1.5225
O 2.6228 -1.5145 0.2634
Si 1.1971 -1.0452 -0.3884
O 0.7604 0.4377 0.0916
O 1.3413 -1.1345 -2.0287
C 2.5737 -1.2966 -2.8039
C 3.5526 -0.1783 -2.4819
C 3.2136 -2.6442 -2.5034
C 2.1595 -1.2371 -4.2696
O -0.0141 -2.0658 0.0811
C -0.8290 -3.1300 -0.5434
C -2.0083 -2.5054 -1.2772
C 0.0009 -3.9301 -1.5292
C -1.3258 -4.0070 0.5996
H 2.8816 -1.8289 3.6262
H 2.2226 -2.9834 2.4420
H 1.4022 -1.4163 2.7249
H 3.9030 0.3529 2.7893
H 4.1231 0.6174 1.0467
H 2.4925 0.7421 1.7654
H 4.4859 -3.0608 1.3228
H 5.2487 -1.5468 0.7524
H 5.1103 -1.8741 2.4902
H 3.9032 -0.2526 -1.4457
H 4.4317 -0.2696 -3.1363
H 3.1001 0.8064 -2.6504
H 2.5229 -3.4681 -2.7206
H 4.1007 -2.7615 -3.1414
H 3.5435 -2.7035 -1.4608
H 1.4476 -2.0374 -4.5063
H 1.7001 -0.2722 -4.5129
H 3.0451 -1.3706 -4.9033
H -1.6494 -1.8320 -2.0678
H -2.6030 -3.2919 -1.7646
H -2.6750 -1.9899 -0.5685
H 0.8859 -4.3638 -1.0473
H -0.6072 -4.7556 -1.9285
H 0.3014 -3.3067 -2.3801
H -0.4871 -4.4987 1.1054
H -1.8843 -3.4183 1.3385
H -1.9971 -4.7847 0.2115
*
```

Mulliken atomic charge list, values in e, 6 entries:
1. Bi 1.338
2. P 0.707
3. C -1.316
4. C 0.860
5. N 0.370
6. C 0.413

# 5
DFT (wB97M-V/def2-TZVPD) results for C20H32N4O2PdSeSi as an isolated structure.

The value obtained for the calculated total energy is -108020.51256 eV. The largest force on an atom is 0.86 eV/A. Its HOMO-LUMO gap is 7.6 eV. The calculation puts the LUMO energy at 0.3 eV.

Geometry as ORCA input:
```
! RIJCOSX wB97M-V def2-TZVPD def2/J DEFGRID3
* xyz 0 1
Pd -1.1113 0.0927 -0.1341
C 4.1003 0.3675 1.5028
O 2.8589 -0.3024 1.2970
C 1.8476 0.3151 0.6891
O 0.7871 -0.2813 0.6268
N 2.0780 1.5494 0.1822
N 1.0151 2.2219 -0.4241
H 4.6787 -0.2843 2.1492
H 3.9504 1.3297 1.9933
H 4.6371 0.4928 0.5590
H 3.0236 1.7837 -0.0783
H 0.8797 1.9360 -1.3907
H 1.1281 3.2178 -0.3097
C -3.6393 0.2848 -2.7352
C -4.0431 0.1191 -1.3056
C -5.3523 -0.1069 -0.9247
C -5.6523 -0.2848 0.4280
C -4.6664 -0.2099 1.3839
C -3.3590 0.0724 0.9596
N -3.0948 0.2019 -0.3632
N -2.2384 0.1846 1.7141
Si -1.8071 1.6143 2.5819
C -3.0796 1.9864 3.9130
C -0.1566 1.2973 3.4232
C -1.7466 3.1675 1.5040
H -3.2174 -0.6421 -3.1260
H -2.8702 1.0508 -2.8281
H -4.5007 0.5646 -3.3396
H -6.1267 -0.1484 -1.6770
H -6.6749 -0.4859 0.7230
H -4.8572 -0.3552 2.4375
H -3.1346 1.1948 4.6626
H -4.0753 2.1112 3.4789
H -2.8266 2.9198 4.4232
H 0.3577 0.4460 2.9786
H -0.3199 1.0638 4.4777
H 0.4962 2.1724 3.3791
H -2.6516 3.7622 1.6506
H -1.6464 2.9491 0.4404
H -0.8966 3.7912 1.7943
C 4.8938 -3.4589 -1.0693
C 3.6478 -2.6831 -1.4017
C 2.3919 -3.1515 -1.0496
C 1.2258 -2.4545 -1.3548
C -0.0934 -3.0404 -0.9407
C 1.3229 -1.2300 -2.0284
Se -0.2548 -0.1928 -2.4176
C 2.5819 -0.7589 -2.4312
C 2.7481 0.5100 -3.2281
C 3.7197 -1.4877 -2.1037
H 4.6854 -4.2451 -0.3444
H 5.6633 -2.8082 -0.6507
H 5.3143 -3.9298 -1.9604
H 2.3092 -4.0925 -0.5159
H 0.0401 -4.0542 -0.5641
H -0.7915 -3.0590 -1.7796
H -0.5637 -2.4425 -0.1558
H 2.6027 1.3998 -2.6093
H 2.0219 0.5757 -4.0365
H 3.7509 0.5614 -3.6533
H 4.6901 -1.1171 -2.4217
*
```

Mulliken atomic charge list, values in e, 6 entries:
1. Pd 0.523
2. C -0.982
3. O -0.368
4. C 0.750
5. O -0.508
6. N -0.114

# 6
DFT (wB97M-V/def2-TZVPD) results for a 2-piece molecular cluster, C15H18O overall.

Its SMILES is CCc1ccc(O)cc1.Cc1ccccc1. The value obtained for the calculated total energy is -17894.11267 eV. The largest force on an atom is 1.55 eV/A. Its HOMO-LUMO gap is 9.3 eV. The calculation puts the LUMO energy at 0.8 eV.

Geometry as ORCA input:
```
! RIJCOSX wB97M-V def2-TZVPD def2/J DEFGRID3
* xyz 0 1
C -1.5023 -4.0982 -0.4612
C -2.8288 -3.5818 0.0663
C -2.7500 -2.1167 0.4576
C -2.0149 -1.7425 1.5924
C -1.6781 -0.4218 1.8122
C -2.0605 0.5253 0.8760
O -1.6282 1.8155 1.1012
C -2.8159 0.2076 -0.2271
C -3.1628 -1.1296 -0.4232
H -0.6442 -3.5467 -0.0705
H -1.4017 -3.8597 -1.5339
H -1.3298 -5.1752 -0.4096
H -3.5779 -3.6366 -0.7208
H -3.2128 -4.1841 0.8851
H -1.8666 -2.5202 2.3280
H -1.0174 -0.1615 2.6219
H -2.2250 2.4553 0.7016
H -3.0970 0.9084 -1.0048
H -3.8142 -1.4344 -1.2244
C 2.4551 3.1096 1.1915
C 2.7619 2.2088 0.0316
C 4.0235 1.6597 -0.0804
C 4.3958 0.8132 -1.1374
C 3.4559 0.5061 -2.0942
C 2.1669 1.0141 -1.9778
C 1.8082 1.8032 -0.8976
H 2.2187 2.4985 2.0703
H 1.5433 3.6916 1.0657
H 3.2946 3.7534 1.4212
H 4.7917 1.8502 0.6633
H 5.3697 0.3600 -1.0140
H 3.6630 -0.0946 -2.9788
H 1.3620 0.6315 -2.5892
H 0.7783 2.0834 -0.7905
*
```

Mulliken atomic charge list, values in e, 6 entries:
1. C -1.049
2. C -0.892
3. C 0.475
4. C -0.337
5. C -0.756
6. C 0.971